# C50H59F12N8O2P2

A 7-piece molecular cluster, C50H59F12N8O2P2 overall in a non-equilibrium geometry (ωB97M-V with the def2-TZVPD basis set, the OMol25 dataset).

Last column: Mulliken charge in e.
CARTESIAN COORDINATES (ANGSTROEM)
1 C 4.6749 -2.1653 0.2680  -1.24
2 N 3.9801 -3.2163 -0.4993  0.30
3 C 2.7115 -3.0438 -0.9668  -0.69
4 C 2.1404 -3.9940 -1.7755  -0.23
5 C 2.8118 -5.1097 -2.2231  0.54
6 C 4.1299 -5.2649 -1.7504  -0.53
7 C 4.6877 -4.2845 -0.9375  -0.51
8 C 2.2579 -6.0159 -3.2412  0.62
9 C 1.8804 -5.4643 -4.4476  -0.58
10 C 1.4627 -6.2947 -5.5211  -0.51
11 N 1.4834 -7.6592 -5.3378  0.00
12 C 1.8270 -8.2292 -4.1863  -0.04
13 C 2.2340 -7.3944 -3.1060  -0.70
14 C 1.0979 -8.5761 -6.4499  -0.86
15 H 5.5664 -2.4783 0.8114  0.38
16 H 3.9936 -1.6116 0.9140  0.21
17 H 4.9846 -1.4000 -0.4437  0.62
18 H 2.2474 -2.1018 -0.7143  0.65
19 H 1.1123 -3.8494 -2.0730  0.49
20 H 4.7237 -6.0964 -2.1001  0.59
21 H 5.7508 -4.3847 -0.7753  0.40
22 H 1.9523 -4.4142 -4.6894  0.48
23 H 1.2144 -5.9377 -6.5097  0.48
24 H 1.7660 -9.3004 -4.0630  0.41
25 H 2.6180 -7.7908 -2.1777  0.56
26 H 1.0838 -9.6022 -6.0824  0.28
27 H 1.8455 -8.4441 -7.2321  0.40
28 H 0.1394 -8.3704 -6.9264  0.37
29 C -5.6568 7.7273 -2.7811  -0.86
30 N -4.9738 6.4934 -2.7809  0.01
31 C -3.6394 6.4734 -2.4678  -0.53
32 C -2.9139 5.2930 -2.2772  -0.67
33 C -3.5298 4.0785 -2.5105  0.73
34 C -4.8969 4.0840 -2.8692  -0.60
35 C -5.5835 5.2948 -3.0444  -0.34
36 C -2.6606 2.8923 -2.4983  0.96
37 C -3.1280 1.7067 -2.0046  -0.66
38 C -2.3220 0.5633 -1.9143  -0.37
39 N -1.0872 0.5770 -2.3929  0.29
40 C -0.5326 1.7675 -2.8173  -0.28
41 C -1.3152 2.9090 -2.8999  -0.76
42 C -0.3202 -0.6261 -2.2967  -0.91
43 H -5.7999 8.0092 -1.7379  0.41
44 H -6.6542 7.5090 -3.1629  0.27
45 H -5.2485 8.5189 -3.4095  0.38
46 H -3.2019 7.4237 -2.1995  0.46
47 H -1.8588 5.4021 -2.0740  0.51
48 H -5.3945 3.1711 -3.1617  0.54
49 H -6.6210 5.4319 -3.3115  0.45
50 H -4.1767 1.6632 -1.7500  0.37
51 H -2.7795 -0.3725 -1.6288  0.48
52 H 0.5094 1.7679 -3.1011  0.39
53 H -0.9121 3.7629 -3.4242  0.72
54 H -0.9296 -1.4864 -2.5734  0.51
55 H 0.0431 -0.8179 -1.2871  0.08
56 H 0.5198 -0.4262 -2.9620  0.27
57 C -6.4107 -4.8703 4.9235  -0.93
58 N -5.9846 -3.6350 4.2947  0.06
59 C -4.8421 -3.7018 3.6266  -0.17
60 C -4.3987 -2.4878 3.0112  -0.69
61 C -5.0862 -1.2751 3.2032  0.38
62 C -6.2225 -1.2879 4.0019  -0.68
63 C -6.6691 -2.4905 4.5172  -0.43
64 C -4.5077 -0.0363 2.6332  1.16
65 C -3.1051 0.2436 2.6144  -0.63
66 C -2.5806 1.4485 2.1069  -0.70
67 N -3.4910 2.3670 1.7043  0.56
68 C -4.8151 2.0740 1.5507  -0.62
69 C -5.3230 0.9285 2.1007  -0.70
70 C -3.0252 3.7209 1.3937  -0.92
71 H -6.6354 -4.6366 5.9642  0.33
72 H -5.7011 -5.6839 4.7733  0.33
73 H -7.3381 -5.0699 4.3868  0.40
74 H -4.3462 -4.6444 3.4481  0.43
75 H -3.4820 -2.5187 2.4411  0.43
76 H -6.7328 -0.3647 4.2340  0.61
77 H -7.4911 -2.4725 5.2176  0.44
78 H -2.4250 -0.5533 2.8768  0.81
79 H -1.5524 1.7470 2.2491  0.32
80 H -5.4594 2.8887 1.2547  0.57
81 H -6.3980 0.8273 2.1240  0.65
82 H -3.1217 4.2223 2.3567  0.32
83 H -3.6280 4.1187 0.5772  0.39
84 H -1.9928 3.5955 1.0673  0.20
85 C 1.1976 4.5925 2.7130  -1.18
86 N 2.4350 4.0572 2.1097  0.21
87 C 3.2998 3.3778 2.8702  -0.23
88 C 4.5023 2.8579 2.3421  -0.77
89 C 4.6690 2.8807 0.9736  1.28
90 C 3.7270 3.4496 0.1125  -0.50
91 C 2.6365 4.0884 0.7002  -0.53
92 C 5.8601 2.2892 0.4084  0.10
93 C 5.6858 1.4632 -0.7353  -0.95
94 C 6.7909 0.9800 -1.4106  -0.14
95 N 8.0342 1.2483 -0.9662  -0.02
96 C 8.2526 1.9349 0.1264  -0.33
97 C 7.1818 2.5395 0.8010  -0.56
98 C 9.0916 0.6295 -1.6952  -1.04
99 H 1.3767 4.6969 3.7831  0.45
100 H 0.4801 3.8759 2.3134  0.48
101 H 1.0986 5.5849 2.2733  0.29
102 H 2.9819 3.1904 3.8852  0.50
103 H 5.2449 2.3573 2.9457  0.55
104 H 3.7553 3.4905 -0.9664  0.58
105 H 1.8916 4.6359 0.1418  0.43
106 H 4.7274 1.2926 -1.2028  0.49
107 H 6.7063 0.3780 -2.3033  0.47
108 H 9.3111 2.1171 0.2394  0.53
109 H 7.4067 3.1729 1.6463  0.60
110 H 9.7398 0.1977 -0.9327  0.41
111 H 9.6576 1.3818 -2.2446  0.38
112 H 8.9328 -0.2138 -2.3674  0.37
113 P -1.2585 2.6473 5.5324  1.27
114 F -1.7969 1.4630 6.5536  -0.39
115 F 0.1420 2.6889 6.3322  -0.38
116 F -0.7169 1.4295 4.5258  -0.36
117 F -0.8264 3.8237 4.5182  -0.34
118 F -2.6551 2.7109 4.6436  -0.40
119 F -1.7483 3.8282 6.5592  -0.37
120 P -1.0036 -3.4052 0.5615  1.65
121 F -1.0007 -2.7338 2.0234  -0.32
122 F 0.2577 -2.4123 0.2442  -0.78
123 F -0.1013 -4.6673 0.9844  -0.40
124 F -1.2112 -4.0439 -0.8712  -0.39
125 F -2.3301 -4.2511 1.0385  -0.40
126 F -1.9609 -2.1557 0.1476  -0.27
127 C 1.7286 0.3769 2.1069  -1.00
128 C 1.3915 0.8886 0.6990  0.83
129 O 0.4435 1.7210 0.6356  -0.32
130 O 2.0411 0.3787 -0.2523  -0.59
131 H 1.4762 -0.6825 2.1509  0.23
132 H 1.1046 0.7245 2.9302  0.06
133 H 2.8019 0.3731 2.2972  0.22

Properties
Highest occupied orbital energy (eV): -17.812
2S+1: 1
ΔE to the lowest compared entry with this formula, charge and spin (eV): 2.6115
Electronic energy (hartree): -4408.957892
Net charge: +5

***

# C4H5NO

One molecule with the formula C4H5NO (ωB97M-V with the def2-TZVPD basis set, the OMol25 dataset).

Last column: Mulliken charge in e.
CARTESIAN COORDINATES (ANGSTROEM)
1 C -2.0964 -0.2060 0.2376  -1.00
2 C -0.7542 -0.7410 0.6824  0.22
3 C 0.4451 -0.0524 0.2526  -0.33
4 C 1.5356 0.3895 -0.0425  0.75
5 O -0.6653 -1.7257 1.3926  -0.52
6 N 2.7670 0.8688 -0.2845  -0.51
7 H -2.1181 -0.0108 -0.8394  0.31
8 H -2.3154 0.7377 0.7503  0.28
9 H -2.8535 -0.9465 0.5055  0.30
10 H 3.5173 0.2122 -0.1100  0.26
11 H 2.8872 1.3843 -1.1453  0.25

Properties
Highest occupied orbital energy (eV): -9.238
2S+1: 1
Structure (SMILES): CC(=O)C#CN
ΔE to the lowest compared entry with this formula, charge and spin (eV): 1.8642
Electronic energy (hartree): -285.346078

***

# C2H6N2O2

A 2-piece molecular cluster, C2H6N2O2 overall in a non-equilibrium geometry (ωB97M-V with the def2-TZVPD basis set, the OMol25 dataset).

Last column: Mulliken charge in e.
CARTESIAN COORDINATES (ANGSTROEM)
1 C -2.4141 0.5088 -0.1733  -0.10
2 C 0.9742 -0.9684 0.5673  -0.67
3 N 0.7322 0.5917 -1.0050  -0.62
4 N 1.5236 0.1914 -0.1141  0.87
5 O -1.7532 0.6189 0.8314  -0.40
6 O 2.5451 0.6580 0.4086  -0.62
7 H -2.1838 0.9713 -1.0783  0.24
8 H -3.2295 -0.1243 -0.3391  0.26
9 H 1.8903 -1.4229 1.0490  0.31
10 H 0.1138 -0.7361 1.3295  0.26
11 H 0.7404 -1.7921 -0.1598  0.26
12 H 1.0611 1.5037 -1.3161  0.22

Properties
Highest occupied orbital energy (eV): -10.164
2S+1: 1
Structure (SMILES): [H]/N=[N+](/C)[O-].C=O
ΔE to the lowest compared entry with this formula, charge and spin (eV): 4.9974
Electronic energy (hartree): -339.649004

***

Listing HOMO-LUMO gap for the structures above in their given order: 6.13; 9.91; 10.77 eV.